1.
C4H10O2 | ωB97M-V/def2-TZVPD

XYZ file:
```
16
Properties=species:S:1:pos:R:3:mulliken_charge:R:1
O -1.9865 -0.4037 -0.4608 -0.582
C -0.9928 0.2351 -0.0575 0.802
C -0.5018 1.4343 -0.7800 -1.232
C -0.7301 -1.5546 1.7302 -1.034
C -0.2613 -0.1370 1.2449 -0.383
H -0.7284 1.4421 -1.8595 0.329
H 0.5700 1.6561 -0.6439 0.304
H -1.0904 2.2288 -0.2912 0.321
H -0.4662 -1.8257 2.7663 0.343
H -0.1789 -2.2172 1.0419 0.270
H -1.8113 -1.7204 1.5877 0.279
H -0.5138 0.6146 2.0173 0.303
H 0.8389 -0.1375 1.1226 0.279
O 2.7916 0.3180 -2.1650 -0.632
H 3.2289 -0.0814 -2.9507 0.315
H 1.8321 0.1484 -2.3022 0.319
```

ΔE to the lowest compared entry with this formula, charge and spin, kJ/mol: 71.3
Charge: 0
Max |F|, eV Å⁻¹: 3.0

2.
C28H28N | ωB97M-V/def2-TZVPD

XYZ file:
```
57
Properties=species:S:1:pos:R:3:mulliken_charge:R:1
C 1.0062 -1.6113 3.1649 -0.389
C 0.6767 -0.5482 4.0639 1.090
C -0.4389 -0.6500 4.9154 -0.297
C -0.7611 0.3739 5.7748 -0.797
C 0.0132 1.5206 5.8174 -0.320
C 1.1192 1.6431 4.9973 -0.830
C 1.4479 0.6275 4.1347 -0.386
C 2.0288 -1.5541 2.2408 -0.121
C 2.3768 -2.5727 1.3770 -0.433
C 3.4663 -2.5204 0.4532 1.018
C 3.7105 -3.5870 -0.4325 -0.434
C 4.7688 -3.5465 -1.3112 -0.658
C 5.6136 -2.4493 -1.3345 -0.350
C 5.3948 -1.3862 -0.4769 -0.768
C 4.3395 -1.4187 0.4014 -0.348
H 0.4209 -2.5126 3.2134 0.385
H -1.0410 -1.5425 4.8847 0.392
H -1.6206 0.2849 6.4192 0.406
H -0.2428 2.3203 6.4914 0.414
H 1.7296 2.5317 5.0351 0.414
H 2.3208 0.7315 3.5167 0.407
H 2.5821 -0.6392 2.1773 0.169
H 1.7898 -3.4712 1.4116 0.405
H 3.0554 -4.4418 -0.4194 0.389
H 4.9445 -4.3708 -1.9859 0.407
H 6.4448 -2.4232 -2.0200 0.407
H 6.0546 -0.5321 -0.4925 0.406
H 4.1883 -0.5904 1.0680 0.379
C -2.1148 -6.8058 0.4946 -0.595
C -2.6896 -6.4839 1.8977 -0.559
C -2.7013 -4.9454 2.0051 -0.630
N -2.5370 -4.4117 0.6332 -0.024
C -2.3989 -3.0261 0.3863 0.984
C -2.3078 -2.0839 1.3505 -1.058
C -1.9806 -0.7537 0.7421 -0.572
C -1.9194 -1.0280 -0.7325 0.013
C -2.2166 -2.3792 -0.9276 0.229
C -2.3331 -2.8780 -2.2186 -0.345
C -2.0932 -2.0377 -3.2872 -0.854
C -1.7531 -0.7101 -3.0866 -0.456
C -1.6770 -0.1931 -1.8064 -0.659
C -1.8563 -5.4439 -0.1804 -0.247
H -1.1953 -7.4031 0.5578 0.297
H -2.8232 -7.4060 -0.0928 0.282
H -3.7045 -6.8894 2.0067 0.249
H -2.0910 -6.9429 2.6968 0.326
H -3.6298 -4.5600 2.4404 0.443
H -1.8665 -4.5877 2.6183 0.080
H -2.3847 -2.2888 2.4033 0.648
H -2.7518 -0.0082 0.9702 0.330
H -1.0222 -0.3725 1.1127 0.130
H -2.6398 -3.8930 -2.3880 0.476
H -2.1746 -2.4185 -4.2920 0.409
H -1.5613 -0.0732 -3.9354 0.407
H -1.4349 0.8417 -1.6420 0.459
H -0.7886 -5.2027 -0.2068 0.170
H -2.2307 -5.4191 -1.2047 0.110
```

Electronic energy, eV: -30972.88653
Charge: +1
Max |F|, eV Å⁻¹: 1.9

3.
C20H60O20 | ωB97M-V/def2-TZVPD

XYZ file:
```
100
Properties=species:S:1:pos:R:3:mulliken_charge:R:1
C -2.6816 -18.6842 18.2090 0.475
C -1.4518 -19.5145 17.8545 -0.573
O -1.8804 -20.4755 16.8594 -0.392
O -2.2313 -17.4005 18.6369 -0.564
H -3.2357 -19.2396 18.9703 0.360
H -3.3105 -18.5071 17.3389 -0.396
H -0.9740 -20.0145 18.6964 0.340
H -0.7094 -18.8576 17.3924 0.278
H -1.0921 -20.9568 16.5565 0.214
H -2.8864 -16.9940 19.2112 0.312
C -4.0061 -20.1556 13.9908 -0.058
C -3.8215 -21.6034 13.5399 -0.104
O -2.6964 -22.1634 14.2413 -0.062
O -4.2030 -19.9979 15.3778 -0.694
H -4.8516 -19.7650 13.4109 0.327
H -3.1563 -19.5953 13.5831 0.061
H -3.4928 -21.4772 12.5045 -0.269
H -4.6709 -22.2679 13.6964 0.297
H -3.0437 -22.5342 15.0596 0.153
H -3.3128 -20.1152 15.7831 0.260
C -5.5495 -16.7985 11.6069 0.237
C -5.6375 -15.3818 12.0678 -0.451
O -6.9748 -15.0860 12.5483 -0.566
O -6.3110 -16.9416 10.4254 -0.568
H -5.7057 -17.5083 12.4264 -0.119
H -4.4797 -16.9560 11.3941 0.249
H -5.3038 -14.6680 11.3172 0.403
H -5.0593 -15.3319 12.9937 0.286
H -7.0314 -14.1407 12.7056 0.299
H -6.4402 -17.8472 10.1385 0.270
C -0.2727 -24.1162 15.0608 0.719
C 0.8669 -23.4106 15.7456 -0.700
O 0.4595 -22.0381 15.9901 -0.515
O -0.0147 -25.5247 15.0789 -0.570
H -0.5778 -23.6949 14.0972 0.089
H -1.2145 -23.9998 15.6025 -0.321
H 1.8447 -23.4216 15.2660 0.386
H 0.9662 -23.7942 16.7614 0.235
H 0.8366 -21.4224 15.3566 0.225
H 0.5303 -25.7255 14.3103 0.312
C -0.7261 -21.6517 10.5416 0.038
C -0.1171 -20.8281 9.4281 -0.474
O 1.2878 -20.7022 9.6819 -0.536
O -0.0328 -22.8966 10.5064 -0.507
H -1.8090 -21.7281 10.4707 0.030
H -0.5288 -21.0590 11.4453 0.169
H -0.4812 -19.8002 9.5564 0.352
H -0.3333 -21.2572 8.4518 0.314
H 1.6272 -20.0085 9.1129 0.303
H 0.8232 -22.7753 10.9247 0.321
C -1.7833 -16.0823 14.5421 -0.493
C -0.9107 -17.2469 14.1001 0.508
O 0.4043 -17.0295 14.6289 -0.594
O -3.1371 -16.2246 14.1140 -0.293
H -1.3861 -15.1524 14.1405 0.303
H -1.8471 -16.0958 15.6302 0.265
H -0.7912 -17.4046 13.0204 0.260
H -1.3826 -18.1674 14.4765 -0.406
H 0.7939 -17.8912 14.7963 0.321
H -3.6849 -16.7800 14.7048 0.263
C -3.4416 -24.9790 10.7014 0.166
C -3.1023 -25.5435 12.0701 -0.261
O -1.7322 -25.8368 12.1644 -0.439
O -3.0695 -25.9534 9.7187 -0.607
H -2.8417 -24.0654 10.6014 -0.094
H -4.5161 -24.7808 10.6637 0.300
H -3.7860 -26.3941 12.1895 0.180
H -3.4109 -24.7548 12.7622 0.053
H -1.5895 -26.5964 11.5870 0.339
H -3.5447 -25.7079 8.9183 0.334
C -4.3772 -27.1378 15.4243 -0.542
C -3.4140 -26.1348 16.0523 0.623
O -4.1261 -25.5336 17.1420 -0.591
O -5.6130 -26.5349 15.1113 -0.520
H -4.5359 -27.9841 16.0998 0.319
H -3.8831 -27.5119 14.5255 0.278
H -2.9638 -25.3802 15.4059 -0.445
H -2.5746 -26.6914 16.4837 0.255
H -3.7204 -24.7114 17.4237 0.298
H -5.8383 -26.0043 15.8895 0.345
C -6.1897 -21.9820 8.9274 -0.709
C -5.5005 -21.7406 10.2502 0.364
O -6.4208 -21.4343 11.3045 -0.528
O -6.8120 -23.2582 8.9430 -0.498
H -5.4516 -21.8855 8.1172 0.349
H -6.9211 -21.2067 8.6738 0.373
H -4.7914 -20.9209 10.1393 0.372
H -5.0019 -22.6555 10.5823 -0.314
H -7.0062 -22.2038 11.3100 0.331
H -7.5447 -23.2602 8.3233 0.294
C -6.4840 -16.9530 15.6545 -0.394
C -7.1854 -17.4765 16.8973 -0.505
O -8.3497 -16.6649 17.1450 -0.522
O -5.1538 -17.3877 15.5913 -0.372
H -6.4901 -15.8675 15.7502 0.333
H -7.0814 -17.2189 14.7769 0.261
H -6.5201 -17.4045 17.7708 0.222
H -7.4492 -18.5414 16.8989 0.336
H -8.9294 -17.2281 17.6669 0.311
H -4.9807 -18.3450 15.5625 0.293
```

ΔE to the lowest compared entry with this formula, charge and spin, kJ/mol: 224.1
Charge: 0
Max |F|, eV Å⁻¹: 2.2

- Which of these has the highest charge?
  C28H28N